# 1
{
  "formula": "C30H48F7O33P3",
  "method": "ωB97M-V with the def2-TZVPD basis set",
  "lumo_energy_ev": -0.212,
  "orbital_gap_ev": 10.611,
  "total_charge": 0,
  "e_above_lowest_ev": 0.0000,
  "smiles": "O=C1OC[C@@H](F)O1.O=C1OC[C@@H](F)O1.O=C1OC[C@@H](F)O1.O=C1OC[C@@H](F)O1.O=C1OC[C@@H](F)O1.O=C1OC[C@@H](F)O1.O=C1OC[C@@H](F)O1.COP(=O)(OC)OC.COP(=O)(OC)OC.COP(=O)(OC)OC",
  "homo_energy_ev": -10.823,
  "spin_multiplicity": 1,
  "elements": ["C", "C", "O", "C", "O", "O", "F", "H", "H", "H", "C", "C", "O", "C", "O", "O", "F", "H", "H", "H", "C", "C", "O", "C", "O", "O", "F", "H", "H", "H", "C", "C", "O", "C", "O", "O", "F", "H", "H", "H", "C", "C", "O", "C", "O", "O", "F", "H", "H", "H", "C", "C", "O", "C", "O", "O", "F", "H", "H", "H", "C", "C", "O", "C", "O", "O", "F", "H", "H", "H", "C", "O", "P", "O", "O", "C", "O", "C", "H", "H", "H", "H", "H", "H", "H", "H", "H", "C", "O", "P", "O", "O", "C", "O", "C", "H", "H", "H", "H", "H", "H", "H", "H", "H", "C", "O", "P", "O", "O", "C", "O", "C", "H", "H", "H", "H", "H", "H", "H", "H", "H"],
  "positions_angstrom": [[2.567, 15.847, 7.818], [3.843, 16.330, 8.474], [4.663, 15.185, 8.452], [3.872, 14.081, 8.323], [4.255, 12.966, 8.446], [2.611, 14.441, 8.021], [3.600, 16.612, 9.806], [2.549, 16.110, 6.759], [1.696, 16.316, 8.260], [4.344, 17.176, 8.023], [-0.981, 16.846, 4.341], [-0.868, 16.494, 2.879], [-0.033, 17.525, 2.413], [-0.277, 18.634, 3.176], [0.055, 19.731, 2.897], [-0.950, 18.279, 4.295], [-2.093, 16.636, 2.253], [-0.139, 16.439, 4.900], [-1.894, 16.535, 4.840], [-0.526, 15.492, 2.647], [-1.294, 8.274, 10.970], [-1.750, 9.692, 10.641], [-1.595, 9.825, 9.246], [-0.917, 8.732, 8.761], [-0.505, 8.623, 7.659], [-0.929, 7.744, 9.674], [-0.971, 10.633, 11.250], [-2.103, 7.644, 11.324], [-0.407, 8.268, 11.597], [-2.783, 9.904, 10.912], [-6.315, 12.933, 13.689], [-6.325, 14.184, 12.808], [-5.545, 13.783, 11.724], [-4.713, 12.772, 12.118], [-3.809, 12.350, 11.469], [-5.048, 12.358, 13.346], [-5.734, 15.242, 13.442], [-7.124, 12.299, 13.323], [-6.354, 13.160, 14.746], [-7.316, 14.504, 12.496], [-6.042, 15.955, 9.857], [-6.074, 16.330, 8.369], [-7.407, 16.670, 8.126], [-8.174, 16.388, 9.213], [-9.334, 16.585, 9.294], [-7.419, 15.834, 10.195], [-5.767, 15.230, 7.604], [-5.565, 16.724, 10.463], [-5.526, 15.002, 9.948], [-5.410, 17.134, 8.068], [-6.127, 11.811, 9.759], [-7.432, 12.188, 9.072], [-8.198, 12.655, 10.151], [-7.789, 11.992, 11.288], [-8.418, 11.948, 12.289], [-6.571, 11.480, 11.086], [-7.998, 11.086, 8.502], [-5.466, 12.671, 9.814], [-5.658, 10.935, 9.324], [-7.368, 13.002, 8.354], [-1.403, 12.926, 9.151], [-2.486, 12.980, 8.099], [-2.029, 13.929, 7.195], [-1.015, 14.653, 7.738], [-0.542, 15.638, 7.290], [-0.723, 14.147, 8.947], [-3.629, 13.459, 8.727], [-0.751, 12.074, 8.971], [-1.773, 12.906, 10.172], [-2.743, 12.033, 7.635], [-2.522, 15.903, 11.127], [-1.288, 15.535, 11.747], [-1.131, 15.907, 13.288], [-1.640, 17.211, 13.676], [-1.908, 14.682, 13.929], [-1.359, 13.364, 13.854], [0.394, 15.608, 13.552], [1.356, 16.419, 12.844], [-2.839, 16.899, 11.431], [-3.269, 15.189, 11.504], [-2.490, 15.723, 10.057], [-1.960, 12.691, 13.243], [-1.373, 12.964, 14.870], [-0.331, 13.326, 13.503], [2.014, 15.748, 12.292], [1.989, 16.963, 13.542], [0.885, 17.128, 12.167], [0.207, 20.981, 7.597], [1.191, 20.889, 8.644], [2.002, 19.543, 8.821], [2.425, 18.900, 7.573], [3.154, 19.933, 9.821], [4.297, 20.574, 9.265], [1.148, 18.644, 9.802], [0.098, 17.825, 9.295], [-0.753, 21.225, 8.041], [0.177, 20.075, 6.991], [0.497, 21.773, 6.907], [4.805, 21.163, 10.022], [4.037, 21.282, 8.469], [4.978, 19.855, 8.808], [-0.858, 18.295, 9.559], [0.098, 16.822, 9.712], [0.094, 17.819, 8.205], [-1.950, 10.784, 4.988], [-0.871, 11.393, 5.685], [0.095, 12.354, 4.860], [-0.551, 13.493, 4.215], [1.176, 12.802, 5.910], [1.667, 11.923, 6.951], [0.768, 11.395, 3.790], [1.489, 10.222, 4.142], [-2.904, 11.107, 5.403], [-1.872, 9.699, 5.070], [-1.950, 11.008, 3.920], [1.137, 10.972, 6.971], [1.475, 12.436, 7.892], [2.735, 11.777, 6.823], [1.200, 9.807, 5.108], [2.563, 10.416, 4.140], [1.295, 9.454, 3.394]]
}

# 2
{
  "formula": "H80O40",
  "method": "ωB97M-V with the def2-TZVPD basis set",
  "lumo_energy_ev": -0.590,
  "orbital_gap_ev": 9.838,
  "total_charge": 0,
  "e_above_lowest_ev": 6.3852,
  "homo_energy_ev": -10.428,
  "spin_multiplicity": 1,
  "elements": ["H", "H", "O", "H", "H", "O", "H", "H", "O", "H", "H", "O", "H", "H", "O", "H", "O", "H", "O", "H", "H", "O", "H", "H", "O", "H", "H", "O", "H", "H", "O", "H", "O", "H", "H", "O", "H", "H", "O", "H", "H", "O", "H", "H", "O", "H", "H", "O", "H", "H", "O", "H", "O", "H", "H", "O", "H", "O", "H", "H", "O", "H", "H", "O", "H", "H", "O", "H", "H", "O", "H", "H", "O", "H", "H", "O", "H", "H", "O", "H", "H", "O", "H", "H", "O", "H", "H", "O", "H", "O", "H", "H", "O", "H", "H", "H", "H", "H", "H", "O", "H", "H", "O", "H", "H", "O", "H", "H", "O", "H", "H", "O", "H", "H", "O", "H", "H", "O", "H", "H"],
  "positions_angstrom": [[4.593, 3.559, 0.332], [3.708, 2.730, -0.623], [3.819, 3.623, -0.236], [2.459, 2.164, -2.630], [2.277, 2.562, -4.024], [2.100, 1.805, -3.450], [-0.984, -0.622, 3.457], [-1.165, 0.713, 4.244], [-1.624, -0.012, 3.821], [2.512, 0.479, -1.215], [1.635, 1.281, -0.313], [2.465, 1.352, -0.799], [0.140, 1.312, -6.650], [0.315, 0.225, -5.629], [-0.003, 1.135, -5.713], [-0.361, -1.333, -0.362], [-0.188, -2.295, -0.415], [2.984, -1.238, 1.508], [2.902, -0.983, 2.454], [-3.418, 1.009, 3.211], [-4.071, 0.991, 1.777], [-4.221, 0.837, 2.707], [3.269, -3.973, -1.036], [3.923, -4.776, 0.135], [4.050, -4.073, -0.498], [-2.872, 2.946, 3.918], [-2.348, 3.662, 2.874], [-1.977, 3.071, 3.555], [2.248, 3.646, 0.591], [0.851, 3.815, -0.118], [1.286, 3.749, 0.737], [-3.801, 3.188, -3.612], [-4.152, 2.629, -2.918], [5.128, -1.340, 0.312], [6.142, -1.536, -0.660], [5.970, -0.922, 0.071], [2.097, -1.885, -0.263], [3.433, -2.065, -0.853], [2.975, -1.455, -0.247], [1.320, -2.700, 2.526], [-0.166, -2.076, 2.362], [0.364, -2.853, 2.524], [-1.883, -2.586, 1.203], [-3.336, -2.683, 1.805], [-2.753, -2.972, 1.093], [-0.644, 1.359, -2.779], [0.337, 0.428, -3.515], [-0.493, 0.447, -3.030], [4.210, -2.333, -3.226], [4.003, -3.239, -4.455], [3.590, -2.936, -3.643], [3.627, 4.740, 3.421], [3.561, 3.786, 3.334], [-1.395, -0.732, -5.563], [-1.107, -0.813, -4.025], [-1.552, -1.258, -4.782], [0.993, -5.142, 1.150], [1.056, -4.988, 0.213], [-5.152, 0.053, 0.630], [-6.536, -0.744, -0.038], [-6.049, -0.251, 0.617], [0.434, -2.576, 6.434], [-1.150, -2.435, 6.236], [-0.311, -2.653, 5.837], [-4.640, -1.214, 3.984], [-3.367, -1.240, 4.818], [-4.172, -1.736, 4.643], [4.316, 0.733, -4.352], [3.209, 0.143, -3.628], [4.115, -0.088, -3.896], [-6.235, 1.959, -0.039], [-4.880, 2.377, -1.009], [-5.323, 2.177, -0.188], [-1.354, 3.085, -1.723], [0.200, 3.217, -2.216], [-0.424, 2.963, -1.525], [1.406, -4.936, 3.167], [2.293, -4.888, 4.370], [2.322, -4.756, 3.419], [-4.255, -1.500, -1.978], [-5.254, -0.487, -2.887], [-4.477, -0.607, -2.347], [-0.890, 4.374, -4.844], [-1.130, 5.325, -3.837], [-0.365, 5.013, -4.337], [-5.027, -1.904, 0.044], [-3.843, -3.028, -0.257], [-4.623, -2.520, -0.575], [-0.596, -4.416, 4.236], [-0.336, -5.301, 3.949], [-0.185, 2.080, 3.362], [0.353, 2.516, 1.938], [0.341, 1.818, 2.607], [2.766, 3.653, 2.808], [-0.484, -2.598, -1.275], [0.762, -4.096, 0.003], [2.229, -0.303, 2.573], [-4.047, 1.714, -3.220], [-0.201, -5.114, 3.017], [4.742, 0.657, 4.200], [3.975, 1.239, 4.205], [4.472, -0.073, 3.626], [3.260, 4.147, -2.849], [2.952, 5.045, -2.979], [3.711, 4.154, -1.985], [-0.544, 0.125, 0.696], [-1.088, 0.914, 0.620], [0.285, 0.491, 1.058], [1.097, -0.942, 4.432], [2.044, -1.001, 4.566], [0.709, -1.827, 4.607], [-3.070, 1.088, -4.784], [-3.202, 0.305, -4.235], [-2.358, 0.953, -5.408], [0.846, -1.701, -2.864], [-0.091, -1.570, -3.012], [0.954, -2.407, -3.522], [-3.004, 3.255, 0.503], [-3.330, 2.380, 0.721], [-3.630, 3.532, -0.169]]
}